# C36H36ClNO4PSiTl

C36H36ClNO4PSiTl as an isolated structure (wB97M-V/def2-TZVPD, the OMol25 dataset).

Cartesian coordinates (Å):
Tl  -0.36  0.26  0.96
Cl  -7.80  -0.46  0.46
C  -6.07  -0.56  0.30
C  -5.48  -1.81  0.03
C  -4.13  -1.92  -0.07
C  -3.26  -0.80  0.10
O  -1.99  -1.00  0.03
C  -3.89  0.47  0.31
C  -3.17  1.71  0.37
O  -1.96  1.90  0.41
C  -5.29  0.55  0.42
H  -6.12  -2.68  -0.09
H  -3.66  -2.87  -0.27
H  -3.82  2.60  0.35
H  -5.75  1.51  0.61
C  -1.94  -2.40  2.81
Si  -1.30  -1.08  3.99
C  0.06  -1.97  4.98
C  -2.73  -0.51  5.09
N  -0.75  0.33  3.12
C  -0.13  1.43  3.71
C  0.22  1.44  5.08
C  0.86  2.52  5.66
C  1.17  3.65  4.92
C  0.79  3.69  3.58
C  0.14  2.62  3.00
H  -1.93  -3.37  3.31
H  -1.33  -2.49  1.91
H  -2.96  -2.19  2.50
H  -0.35  -2.87  5.44
H  0.50  -1.37  5.77
H  0.87  -2.27  4.31
H  -3.21  -1.35  5.58
H  -3.47  0.01  4.49
H  -2.39  0.18  5.86
H  -0.01  0.58  5.69
H  1.14  2.47  6.70
H  1.69  4.49  5.37
H  1.01  4.57  2.99
H  -0.16  2.69  1.96
C  3.48  2.23  0.42
C  2.50  1.16  -0.10
O  1.73  0.72  0.97
H  4.34  2.32  -0.25
H  3.82  1.96  1.42
H  2.98  3.19  0.48
O  -0.02  0.26  -1.42
P  1.00  -0.17  -2.43
C  1.36  1.18  -3.59
C  0.30  1.99  -3.98
C  0.52  3.02  -4.88
C  1.80  3.24  -5.39
C  2.85  2.43  -4.99
C  2.64  1.40  -4.09
C  2.58  -0.75  -1.76
C  3.20  -0.04  -0.73
C  4.39  -0.52  -0.21
C  4.98  -1.66  -0.73
C  4.37  -2.36  -1.76
C  3.17  -1.90  -2.28
C  0.33  -1.53  -3.42
C  0.67  -1.72  -4.75
C  0.11  -2.78  -5.45
C  -0.78  -3.64  -4.83
C  -1.12  -3.44  -3.49
C  -0.57  -2.38  -2.78
H  -0.68  1.81  -3.57
H  -0.30  3.65  -5.20
H  1.97  4.05  -6.09
H  3.85  2.61  -5.39
H  3.46  0.77  -3.78
H  1.90  1.65  -0.88
H  4.86  0.00  0.62
H  5.92  -2.02  -0.31
H  4.82  -3.26  -2.16
H  2.69  -2.45  -3.08
H  1.36  -1.05  -5.24
H  0.36  -2.93  -6.50
H  -1.22  -4.46  -5.38
H  -1.82  -4.11  -3.01
H  -0.85  -2.20  -1.75

The charge is 0. The gap between HOMO and LUMO is 7.043 eV. The highest occupied orbital energy is -7.31 eV.

***

# C36H36F12O36

A 12-piece molecular cluster, C36H36F12O36 overall at a distorted geometry (wB97M-V/def2-TZVPD, the OMol25 dataset).

Cartesian coordinates (Å):
O  4.04  -3.67  -0.07
C  3.54  -3.69  1.01
O  3.76  -2.75  1.94
C  2.97  -3.02  3.10
C  1.99  -4.03  2.57
F  0.89  -3.32  2.18
O  2.60  -4.60  1.44
H  3.50  -3.52  3.91
H  2.49  -2.08  3.38
H  1.68  -4.77  3.30
O  3.42  6.10  3.38
C  2.56  5.39  2.98
O  2.65  4.61  1.89
C  1.35  4.18  1.52
C  0.52  4.44  2.78
F  0.15  3.26  3.36
O  1.36  5.25  3.59
H  1.06  4.88  0.73
H  1.33  3.16  1.13
H  -0.41  4.98  2.61
O  3.72  -1.49  -6.11
C  3.63  -1.32  -4.94
O  3.77  -2.24  -3.99
C  3.24  -1.68  -2.76
C  3.38  -0.19  -2.98
F  4.64  0.18  -2.55
O  3.38  -0.12  -4.39
H  2.18  -1.93  -2.72
H  3.82  -2.02  -1.90
H  2.74  0.50  -2.45
O  2.86  0.14  0.07
C  1.70  -0.08  0.04
O  1.15  -1.32  0.01
C  -0.22  -1.11  0.09
C  -0.57  0.35  0.20
F  -1.05  0.58  1.48
O  0.71  0.90  0.06
H  -0.74  -1.65  -0.71
H  -0.54  -1.67  0.97
H  -1.24  0.81  -0.51
O  -3.55  -0.28  -0.97
C  -4.72  -0.28  -1.23
O  -5.75  0.04  -0.42
C  -6.93  0.21  -1.22
C  -6.65  -0.70  -2.42
F  -7.09  -0.03  -3.52
O  -5.21  -0.67  -2.40
H  -7.71  -0.14  -0.54
H  -7.12  1.26  -1.43
H  -6.97  -1.74  -2.44
O  -2.02  2.66  -1.90
C  -2.61  2.90  -2.91
O  -2.12  3.30  -4.09
C  -3.18  3.69  -4.97
C  -4.24  2.71  -4.48
F  -4.18  1.48  -5.03
O  -3.95  2.63  -3.08
H  -3.44  4.74  -4.86
H  -2.89  3.41  -5.98
H  -5.22  3.12  -4.71
O  -2.53  -6.04  -1.40
C  -1.41  -5.71  -1.67
O  -0.64  -6.36  -2.53
C  0.62  -5.72  -2.69
C  0.62  -4.69  -1.55
F  0.86  -3.47  -2.12
O  -0.69  -4.74  -1.05
H  1.50  -6.36  -2.72
H  0.55  -5.27  -3.69
H  1.30  -4.88  -0.73
O  0.70  -0.83  3.33
C  0.11  -0.42  4.27
O  -0.88  -1.09  4.90
C  -1.59  -0.22  5.72
C  -0.70  1.06  5.79
F  -0.22  1.20  7.05
O  0.38  0.71  4.95
H  -2.60  0.11  5.45
H  -1.72  -0.64  6.72
H  -1.28  1.92  5.48
O  3.68  5.46  -1.69
C  2.68  4.93  -2.03
O  1.67  5.50  -2.69
C  0.61  4.60  -2.85
C  1.11  3.26  -2.30
F  1.35  2.36  -3.28
O  2.30  3.68  -1.66
H  -0.32  4.85  -2.33
H  0.33  4.50  -3.90
H  0.34  2.91  -1.61
O  -5.81  5.51  -0.13
C  -5.09  4.73  0.44
O  -5.08  3.44  0.15
C  -4.19  2.71  0.98
C  -3.60  3.85  1.88
F  -2.26  3.93  1.58
O  -4.27  5.00  1.45
H  -4.72  1.91  1.49
H  -3.42  2.27  0.34
H  -3.67  3.71  2.96
O  8.58  1.29  2.48
C  8.02  1.16  1.45
O  8.22  1.85  0.32
C  7.55  1.21  -0.75
C  6.37  0.46  -0.03
F  6.28  -0.71  -0.69
O  7.00  0.31  1.22
H  7.23  1.97  -1.46
H  8.28  0.56  -1.23
H  5.42  1.00  -0.02
O  -1.70  -3.57  2.09
C  -1.89  -4.72  2.24
O  -2.91  -5.50  1.77
C  -2.54  -6.88  1.84
C  -1.47  -6.82  2.94
F  -0.47  -7.73  2.76
O  -1.00  -5.54  2.86
H  -3.36  -7.55  2.09
H  -2.18  -7.18  0.85
H  -1.91  -7.00  3.93

Its relative energy (zero: lowest compared OMol25 entry of this formula, charge and spin) is 32.5 kcal/mol. The charge is 0. Its SMILES is O=C1OC[C@@H](F)O1.O=C1OC[C@@H](F)O1.O=C1OC[C@@H](F)O1.O=C1OC[C@@H](F)O1.O=C1OC[C@@H](F)O1.O=C1OC[C@@H](F)O1.O=C1OC[C@@H](F)O1.O=C1OC[C@@H](F)O1.O=C1OC[C@@H](F)O1.O=C1OC[C@@H](F)O1.O=C1OC[C@@H](F)O1.O=C1OC[C@@H](F)O1. The gap between HOMO and LUMO is 10.493 eV. The highest occupied orbital energy is -10.68 eV.

***

# C36H36FFeN8O5S

C36H36FFeN8O5S as an isolated structure at a distorted geometry (wB97M-V/def2-TZVPD, the OMol25 dataset).

Cartesian coordinates (Å):
Fe  -0.56  2.62  -0.39
O  2.29  8.92  -1.30
C  2.55  8.24  -0.31
O  3.35  8.34  0.63
C  1.67  6.91  -0.22
C  0.56  6.75  -1.02
C  -0.24  5.63  -0.82
N  0.05  4.71  0.09
C  1.16  4.83  0.83
C  1.98  5.94  0.72
C  1.44  3.70  1.73
C  2.46  3.73  2.68
C  2.71  2.60  3.44
C  1.93  1.47  3.26
C  0.91  1.53  2.32
N  0.68  2.61  1.58
C  -1.46  5.36  -1.60
C  -2.19  6.37  -2.23
C  -3.32  6.04  -2.95
C  -3.71  4.71  -3.03
C  -2.94  3.77  -2.36
N  -1.85  4.08  -1.67
H  0.36  7.48  -1.80
H  2.86  6.08  1.32
H  3.04  4.63  2.83
H  3.51  2.61  4.17
H  2.10  0.57  3.83
H  0.24  0.69  2.17
H  -1.87  7.40  -2.12
H  -3.89  6.81  -3.45
H  -4.58  4.42  -3.58
H  -3.21  2.72  -2.40
C  4.74  -2.56  1.13
C  4.27  -2.37  -0.31
N  3.01  -1.63  -0.40
C  3.07  -0.29  -0.56
C  1.99  0.52  -0.76
C  2.28  2.02  -0.92
O  3.40  2.39  -0.62
O  1.31  2.71  -1.35
C  0.69  -0.05  -0.79
O  -0.37  0.59  -1.04
C  0.62  -1.47  -0.50
C  -0.62  -2.10  -0.42
C  -0.71  -3.45  -0.22
F  -1.96  -3.98  -0.22
C  0.42  -4.25  -0.04
C  1.66  -3.62  -0.08
C  1.79  -2.25  -0.33
N  0.41  -5.65  0.23
C  1.19  -6.52  -0.65
C  1.79  -7.64  0.22
N  0.95  -7.76  1.45
C  -0.50  -7.74  1.09
C  -0.84  -6.31  0.60
H  5.65  -3.15  1.15
H  3.97  -3.06  1.73
H  4.94  -1.59  1.59
H  4.16  -3.33  -0.82
H  5.02  -1.81  -0.87
H  4.05  0.18  -0.54
H  -1.52  -1.51  -0.54
H  2.54  -4.21  0.12
H  1.99  -5.96  -1.13
H  0.57  -6.94  -1.44
H  2.81  -7.41  0.54
H  1.80  -8.60  -0.29
H  1.12  -6.92  2.01
H  1.19  -8.59  2.00
H  -1.10  -8.01  1.96
H  -0.67  -8.48  0.32
H  -1.30  -5.74  1.41
H  -1.56  -6.38  -0.22
C  -5.58  0.48  1.48
N  -4.73  0.15  0.36
C  -5.28  -0.55  -0.79
C  -4.07  -0.66  -1.72
N  -3.17  0.35  -1.17
C  -3.54  0.71  0.08
S  -2.66  1.68  1.11
H  -5.94  -0.43  1.95
H  -6.43  1.09  1.17
H  -4.99  1.05  2.21
H  -6.09  0.03  -1.24
H  -5.67  -1.52  -0.49
H  -4.32  -0.44  -2.76
H  -3.61  -1.65  -1.68
H  -2.19  0.37  -1.41

Its relative energy (zero: lowest compared OMol25 entry of this formula, charge and spin) is 16.0 kcal/mol. The charge is +1. The gap between HOMO and LUMO (alpha / beta) is 4.578 / 4.575 eV. The multiplicity is 5. The highest occupied orbital energy (alpha / beta) is -8.27 / -8.27 eV.

***

# C36H36N10O3ReS2Si

C36H36N10O3ReS2Si as an isolated structure at a distorted geometry (wB97M-V/def2-TZVPD, the OMol25 dataset).

Cartesian coordinates (Å):
Re  -1.10  0.22  -0.06
C  -5.29  -0.02  1.10
C  -3.79  0.01  1.06
N  -3.09  -0.03  -0.07
N  -3.80  -0.24  -1.23
C  -3.16  -0.43  -2.40
N  -3.87  -0.68  -3.50
S  -1.46  -0.35  -2.47
C  -2.96  0.11  2.22
C  -3.42  0.15  3.55
C  -2.52  0.23  4.58
C  -1.15  0.24  4.28
C  -0.75  0.18  2.96
N  -1.62  0.15  1.94
H  -5.68  -0.99  0.77
H  -5.64  0.15  2.11
H  -5.72  0.77  0.47
H  -4.80  -0.38  -1.16
H  -4.87  -0.70  -3.50
H  -3.39  -0.79  -4.38
H  -4.47  0.11  3.76
H  -2.85  0.29  5.60
H  -0.42  0.29  5.06
H  0.30  0.18  2.71
N  4.26  1.45  -5.71
C  3.75  0.97  -4.56
C  2.53  0.27  -4.55
C  2.00  -0.22  -3.38
C  2.68  -0.02  -2.19
C  3.89  0.67  -2.17
C  4.41  1.17  -3.33
S  2.05  -0.62  -0.65
O  1.09  -1.75  -1.02
O  3.09  -1.02  0.23
N  0.96  0.39  0.03
C  1.56  1.47  0.61
N  2.83  1.70  0.30
C  3.45  2.66  0.98
C  2.80  3.41  1.95
C  1.44  3.15  2.11
N  0.82  2.19  1.46
H  3.81  1.25  -6.59
H  5.15  1.91  -5.73
H  2.03  0.09  -5.49
H  1.07  -0.77  -3.38
H  4.39  0.79  -1.23
H  5.35  1.70  -3.31
H  4.49  2.80  0.73
H  3.31  4.16  2.52
H  0.83  3.72  2.80
N  2.88  4.06  -1.97
C  1.96  4.92  -1.48
O  2.20  6.09  -1.30
C  0.60  4.36  -1.12
C  -0.28  5.24  -0.49
C  -1.51  4.78  -0.08
C  -1.82  3.44  -0.27
N  -1.00  2.60  -0.89
C  0.17  3.06  -1.33
H  3.78  4.46  -2.17
H  2.76  3.07  -2.07
H  0.03  6.27  -0.34
H  -2.23  5.44  0.40
H  -2.76  3.04  0.06
H  0.77  2.35  -1.88
C  -3.87  -3.28  0.94
C  -3.56  -3.43  -0.40
C  -2.24  -3.36  -0.82
C  -1.20  -3.12  0.09
C  -1.55  -2.95  1.43
C  -2.86  -3.04  1.86
Si  0.63  -3.29  -0.41
C  1.53  -3.93  1.11
C  1.55  -5.32  1.32
C  2.17  -5.87  2.42
C  2.79  -5.05  3.35
C  2.75  -3.67  3.18
C  2.12  -3.12  2.08
H  -4.89  -3.39  1.28
H  -4.34  -3.63  -1.12
H  -2.01  -3.54  -1.86
H  -0.77  -2.81  2.17
H  -3.09  -2.95  2.91
H  0.80  -4.00  -1.67
H  1.07  -5.96  0.59
H  2.18  -6.94  2.55
H  3.30  -5.48  4.20
H  3.24  -3.03  3.91
H  2.13  -2.05  1.97

Its relative energy (zero: lowest compared OMol25 entry of this formula, charge and spin) is 25.5 kcal/mol. The charge is +2. The gap between HOMO and LUMO (alpha / beta) is 6.319 / 6.210 eV. The multiplicity is 2. The highest occupied orbital energy (alpha / beta) is -12.58 / -11.89 eV.

***

# C36H37AsN3O4PdSSi

C36H37AsN3O4PdSSi as an isolated structure (wB97M-V/def2-TZVPD, the OMol25 dataset).

Cartesian coordinates (Å):
Pd  0.60  -0.08  -0.12
C  -3.74  -6.07  -3.17
C  -2.67  -5.01  -3.13
C  -1.62  -5.02  -4.03
C  -0.63  -4.04  -4.00
C  -0.70  -3.03  -3.06
C  -1.75  -3.01  -2.14
C  -2.72  -3.99  -2.18
S  0.54  -1.75  -2.97
O  -0.16  -0.50  -3.22
O  1.54  -2.13  -3.95
N  1.05  -1.78  -1.48
C  1.92  -2.92  -1.20
C  1.94  -3.17  0.30
O  1.52  -4.16  0.84
O  2.48  -2.15  0.98
H  -3.48  -6.87  -3.86
H  -4.70  -5.65  -3.49
H  -3.89  -6.51  -2.18
H  -1.56  -5.82  -4.77
H  0.20  -4.04  -4.70
H  -1.77  -2.22  -1.40
H  -3.53  -3.97  -1.47
H  2.95  -2.75  -1.53
H  1.57  -3.85  -1.66
C  1.82  5.82  0.96
C  0.60  5.76  0.29
C  -0.12  4.57  0.26
C  0.38  3.43  0.89
C  1.61  3.50  1.54
C  2.32  4.69  1.58
As  -0.51  1.68  0.81
C  -1.31  1.72  2.61
C  -1.25  2.83  3.46
C  -1.84  2.78  4.72
C  -2.51  1.64  5.13
C  -2.57  0.54  4.29
C  -1.98  0.58  3.04
C  -2.09  2.15  -0.23
C  -3.17  2.88  0.28
C  -4.25  3.19  -0.54
C  -4.25  2.78  -1.86
C  -3.19  2.05  -2.37
C  -2.11  1.73  -1.56
H  2.37  6.75  0.98
H  0.21  6.63  -0.21
H  -1.06  4.52  -0.27
H  2.03  2.60  1.98
H  3.28  4.72  2.09
H  -0.73  3.73  3.15
H  -1.79  3.65  5.37
H  -2.97  1.60  6.11
H  -3.09  -0.36  4.61
H  -2.02  -0.28  2.39
H  -3.16  3.20  1.31
H  -5.08  3.75  -0.13
H  -5.10  3.03  -2.50
H  -3.19  1.73  -3.40
H  -1.29  1.14  -1.94
C  3.32  -3.18  3.55
Si  2.22  -1.97  2.65
C  0.43  -2.24  3.07
C  2.73  -0.21  2.94
H  3.24  -3.06  4.64
H  4.37  -3.03  3.28
H  3.03  -4.19  3.29
H  0.20  -1.70  3.99
H  0.18  -3.30  3.19
H  -0.19  -1.83  2.27
H  2.61  0.07  3.99
H  2.11  0.44  2.32
H  3.77  -0.04  2.66
N  0.74  3.09  -4.25
C  1.42  2.48  -3.55
C  2.30  1.72  -2.71
C  2.90  0.55  -3.16
C  3.75  -0.10  -2.29
C  3.95  0.43  -1.03
N  3.37  1.54  -0.56
C  2.57  2.17  -1.42
H  2.66  0.15  -4.13
H  4.22  -1.02  -2.59
H  4.60  -0.09  -0.33
H  2.10  3.08  -1.07

Its relative energy (zero: lowest compared OMol25 entry of this formula, charge and spin) is 1.9 kcal/mol. The charge is -1. The gap between HOMO and LUMO is 6.670 eV. The highest occupied orbital energy is -4.08 eV.